1) {"formula": "C3H7ClOS", "method": "ωB97M-V/def2-TZVPD", "gap_ev": 8.72, "species": ["C", "C", "C", "O", "S", "Cl", "H", "H", "H", "H", "H", "H", "H"], "positions_angstrom": [[1.029, 0.412, -0.715], [0.248, 0.863, 0.408], [-1.764, -0.124, -0.019], [-1.553, -0.745, -1.189], [-2.044, -1.470, 1.129], [-2.866, 1.270, 0.144], [1.642, 1.198, -1.104], [0.336, 0.097, -1.601], [1.600, -0.320, -0.321], [-0.166, 1.797, 0.357], [0.503, 0.435, 1.456], [-1.237, -0.105, -1.854], [-2.259, -2.365, 0.236]]}

***

2) {"formula": "C3H7ClOS", "method": "ωB97M-V/def2-TZVPD", "gap_ev": 10.02, "species": ["C", "C", "C", "O", "S", "Cl", "H", "H", "H", "H", "H", "H", "H"], "positions_angstrom": [[-0.329, -1.350, 0.643], [-0.085, 0.167, 0.518], [1.753, 0.242, -0.311], [1.522, 0.327, -1.699], [2.374, 1.669, 0.540], [2.627, -1.248, 0.050], [0.586, -1.952, 0.784], [-0.517, -1.800, -0.301], [-1.074, -1.474, 1.408], [0.017, 0.601, 1.487], [-0.641, 0.769, -0.125], [2.304, 0.086, -2.268], [3.692, 1.577, 0.485]]}

***

Most stable of them? 2).

***

1) {"formula": "C3H2F2S2", "method": "ωB97M-V/def2-TZVPD", "gap_ev": [7.83, 7.83], "species": ["C", "C", "C", "F", "F", "S", "S", "H", "H"], "positions_angstrom": [[0.975, 0.163, -1.083], [1.002, 1.347, -1.223], [-1.025, 0.004, 0.867], [1.012, 2.632, -1.201], [-1.699, -0.391, -0.220], [-0.499, -2.829, 1.137], [-0.252, -1.081, 1.849], [1.255, -0.827, -0.853], [-0.769, 0.982, 0.727]]}

***

2) {"formula": "C3H2F2S2", "method": "ωB97M-V/def2-TZVPD", "gap_ev": 8.18, "species": ["C", "C", "C", "F", "F", "S", "S", "H", "H"], "positions_angstrom": [[-0.690, -0.250, -0.195], [0.624, -0.336, -0.478], [-0.694, -2.231, -2.136], [-0.977, -1.814, -3.325], [-0.672, -3.555, -2.107], [-1.797, -1.469, -0.987], [1.334, -1.326, -1.692], [-1.320, 0.316, 0.446], [1.206, 0.323, 0.167]]}

***

Most stable of them? 2).